Entry 1:
{
  "formula": "C4H10NO2",
  "method": "the ωB97M-V functional and the def2-TZVPD basis",
  "max_force_ev_per_a": 4.070,
  "orbital_gap_ev": 5.560,
  "homo_energy_ev": -13.8901,
  "multiplicity": 1,
  "e_tot_ev": -9878.71380,
  "total_charge": 1,
  "elements": ["C", "C", "C", "C", "O", "O", "N", "H", "H", "H", "H", "H", "H", "H", "H", "H", "H"],
  "xyz": [[-1.82, 0.16, -0.17], [-0.55, 0.92, -0.31], [0.54, 0.12, -0.95], [1.51, -0.34, 0.20], [1.99, 0.63, 0.86], [2.42, -1.21, -0.36], [-1.45, -1.10, 0.36], [-2.32, 0.04, -1.15], [-2.51, 0.75, 0.45], [-0.56, 1.98, -0.54], [-0.13, 0.87, 0.90], [0.12, -0.78, -1.40], [1.13, 0.64, -1.70], [-0.38, 0.86, 1.67], [3.27, -1.16, 0.12], [-2.02, -1.41, 1.16], [0.75, -0.97, 0.86]]
}

Entry 2:
{
  "formula": "C22H28N5O5Rb",
  "method": "the ωB97M-V functional and the def2-TZVPD basis",
  "max_force_ev_per_a": 1.202,
  "orbital_gap_ev": 7.887,
  "homo_energy_ev": -8.0000,
  "multiplicity": 1,
  "e_tot_ev": -41611.47214,
  "elements": ["Rb", "C", "O", "C", "C", "O", "C", "C", "O", "C", "H", "H", "H", "H", "H", "H", "H", "H", "H", "H", "H", "H", "H", "H", "C", "N", "C", "C", "C", "O", "N", "C", "O", "H", "H", "H", "H", "H", "C", "C", "N", "C", "C", "C", "C", "C", "C", "C", "C", "N", "C", "N", "H", "H", "H", "H", "H", "H", "H", "H", "H"],
  "xyz": [[0.28, 0.17, 0.01], [1.34, -1.18, 2.77], [-0.02, -0.91, 2.45], [-0.80, -2.09, 2.34], [-0.65, -2.81, 1.01], [-1.29, -2.02, 0.02], [-1.25, -2.59, -1.28], [0.05, -2.29, -2.02], [0.02, -0.92, -2.40], [1.24, -0.50, -2.98], [1.42, -1.62, 3.77], [1.87, -0.23, 2.75], [1.81, -1.85, 2.04], [-1.84, -1.76, 2.43], [-0.57, -2.78, 3.16], [-1.15, -3.78, 1.08], [0.41, -2.97, 0.77], [-2.07, -2.14, -1.84], [-1.40, -3.67, -1.23], [0.11, -2.92, -2.92], [0.92, -2.48, -1.39], [1.46, -1.06, -3.90], [2.07, -0.63, -2.29], [1.13, 0.56, -3.23], [5.57, 2.37, 0.08], [4.88, 1.10, 0.05], [5.53, -0.09, 0.02], [4.88, -1.27, -0.01], [3.43, -1.25, -0.02], [2.74, -2.29, -0.04], [2.82, -0.05, 0.01], [3.47, 1.12, 0.05], [2.89, 2.21, 0.09], [6.65, 2.20, 0.08], [5.30, 2.93, 0.97], [5.30, 2.98, -0.78], [6.62, -0.03, 0.02], [5.41, -2.21, -0.04], [-3.58, 3.48, -0.56], [-2.76, 2.36, -0.64], [-1.61, 2.27, 0.01], [-1.23, 3.29, 0.77], [-1.97, 4.47, 0.91], [-3.18, 4.54, 0.23], [-1.50, 5.55, 1.79], [-1.48, 6.85, 1.51], [-1.81, 7.47, 0.21], [-1.40, 6.93, -1.01], [-1.73, 7.64, -2.15], [-2.41, 8.78, -2.11], [-2.75, 9.22, -0.90], [-2.47, 8.63, 0.26], [-4.52, 3.51, -1.11], [-3.04, 1.50, -1.24], [-0.28, 3.19, 1.28], [-3.80, 5.43, 0.32], [-1.17, 5.23, 2.78], [-1.21, 7.56, 2.28], [-0.84, 6.01, -1.06], [-1.44, 7.29, -3.14], [-3.30, 10.15, -0.85]]
}